Computed, not measured: a cluster of 2 separate species, C2H2FN3O2S in total, with ωB97M-V with the def2-TZVPD basis set.

Results
* energy relative to the best compared isomer or geometry (same formula, charge and spin): 0.0 kJ/mol
* E: -24218.98030 eV
* HOMO (spin up / spin down): -11.2 / -11.2 eV

```
! wB97M-V def2-TZVPD RIJCOSX def2/J DEFGRID3
* xyz 0 1
C 1.131 -0.788 -0.468
C 0.256 0.176 0.008
N 2.355 -0.332 -0.213
N 0.957 1.161 0.524
N 2.230 0.862 0.262
O -2.648 -1.163 1.022
O -3.075 1.258 0.331
F -2.804 -0.733 -1.394
S -2.422 -0.027 0.223
H 0.920 -1.715 -0.881
H 3.099 1.301 0.586
*
```

---

Computed, not measured: a cluster of 2 separate species, C5H12Cl2N in total, with ωB97M-V with the def2-TZVPD basis set.

Results
* energy relative to the best compared isomer or geometry (same formula, charge and spin): 495.5 kJ/mol
* E: -31902.99565 eV
* HOMO (spin up / spin down): -13.3 / -12.0 eV

```
! wB97M-V def2-TZVPD RIJCOSX def2/J DEFGRID3
* xyz 1 1
C -1.012 0.872 -1.420
C -1.302 -0.350 0.554
C 0.181 1.586 0.560
C 0.713 -0.407 -0.697
C 1.905 -1.818 1.222
N -0.332 0.446 -0.203
Cl 3.567 -1.527 1.173
Cl 1.261 -3.379 0.832
H -0.439 1.620 -2.013
H -1.243 -0.063 -2.109
H -2.003 1.281 -1.352
H -1.537 -1.192 0.028
H -1.068 -0.654 1.480
H -2.321 0.213 0.615
H 1.129 1.797 0.270
H -0.433 2.464 0.256
H -0.028 1.403 1.668
H 1.545 0.059 -1.217
H 0.260 -1.184 -1.324
H 1.157 -1.166 1.676
*
```